(1)
{"formula": "C36H27F9IN3O3PPt", "method": "the ωB97M-V functional and the def2-TZVPD basis", "species": ["Pt", "C", "C", "N", "C", "C", "C", "O", "C", "C", "N", "C", "C", "C", "C", "C", "C", "I", "C", "O", "H", "H", "H", "H", "H", "H", "H", "H", "H", "H", "H", "H", "N", "P", "C", "C", "C", "C", "C", "C", "C", "C", "C", "C", "C", "C", "C", "C", "C", "C", "C", "C", "H", "H", "H", "H", "H", "H", "H", "H", "H", "H", "H", "H", "H", "H", "H", "F", "C", "F", "F", "C", "O", "C", "F", "F", "F", "C", "F", "F", "F"], "positions_angstrom": [[-0.9688, -0.5777, -0.0576], [-4.1547, 2.4179, 1.9388], [-4.1467, 1.0130, 2.4512], [-4.9461, 0.7262, 3.4609], [-4.9404, -0.5092, 3.9532], [-4.0891, -1.5036, 3.5248], [-4.1209, -2.8446, 4.2086], [-4.6092, -3.8899, 3.3799], [-3.1820, -1.2284, 2.4599], [-2.2888, -2.2288, 2.0312], [-1.2154, -2.1157, 1.2413], [-0.3917, -3.2089, 1.1290], [0.0343, -3.8856, 2.2918], [0.8428, -4.9963, 2.2274], [1.2588, -5.4961, 0.9989], [0.8391, -4.8669, -0.1624], [0.0367, -3.7483, -0.0965], [-0.7020, -2.9559, -1.9280], [-3.2695, 0.0695, 1.8481], [-2.6368, 0.4163, 0.7818], [-4.6836, 3.0563, 2.6429], [-4.6349, 2.4726, 0.9629], [-3.1270, 2.7563, 1.8177], [-5.6330, -0.6845, 4.7702], [-4.7480, -2.7677, 5.1117], [-3.1174, -3.1560, 4.5154], [-5.3570, -3.5414, 2.8822], [-2.5105, -3.2415, 2.3577], [-0.2770, -3.4846, 3.2474], [1.1445, -5.4863, 3.1431], [1.8880, -6.3710, 0.9408], [1.1080, -5.2682, -1.1281], [1.0369, -0.6213, 0.2301], [1.9328, 0.5161, -0.3413], [2.1762, 0.6215, -2.1594], [2.1290, -0.6111, -2.7974], [2.2645, -0.6952, -4.1687], [2.4573, 0.4598, -4.9085], [2.5394, 1.6869, -4.2741], [2.4048, 1.7721, -2.9004], [3.6378, 0.1596, 0.2166], [3.8149, -0.7328, 1.2618], [5.0866, -0.9960, 1.7380], [6.1831, -0.3732, 1.1641], [6.0073, 0.5094, 0.1104], [4.7360, 0.7774, -0.3636], [1.7387, 2.2780, 0.1572], [0.9330, 3.1246, -0.5932], [0.8682, 4.4721, -0.2926], [1.6059, 4.9834, 0.7619], [2.3801, 4.1353, 1.5374], [2.4358, 2.7828, 1.2485], [1.9861, -1.4960, -2.1898], [2.2105, -1.6560, -4.6586], [2.5472, 0.4065, -5.9829], [2.6978, 2.5877, -4.8515], [2.4722, 2.7364, -2.4169], [2.9375, -1.2038, 1.6814], [5.2230, -1.6875, 2.5571], [7.1780, -0.5778, 1.5343], [6.8629, 0.9893, -0.3439], [4.5850, 1.4670, -1.1824], [0.3870, 2.7156, -1.4275], [0.2506, 5.1228, -0.8938], [1.5786, 6.0414, 0.9811], [2.9525, 4.5318, 2.3646], [3.0436, 2.1200, 1.8526], [-0.6607, 0.8732, -4.6317], [-1.3125, 1.7709, -3.8941], [-2.2949, 2.2505, -4.6776], [-0.4715, 2.7878, -3.6887], [-1.8009, 1.1624, -2.5420], [-0.7571, 0.7228, -1.8686], [-2.8167, 0.0347, -2.9196], [-3.2090, -0.6628, -1.8515], [-3.9324, 0.4983, -3.5092], [-2.2930, -0.8386, -3.7851], [-2.5952, 2.2680, -1.7470], [-3.8497, 1.9170, -1.4500], [-2.7051, 3.4334, -2.4215], [-1.9837, 2.5648, -0.6102]], "forces_ev_per_a": [[0.5700, 1.3776, 0.9227], [0.1210, -0.0735, 0.0367], [-0.8365, 0.6675, 0.8413], [0.3798, 0.8730, -0.9265], [0.2663, -1.1576, 0.3914], [-0.0684, 0.0260, 0.0915], [-0.1312, 0.2200, 0.3320], [-0.0642, -0.2024, -0.2401], [-0.6906, 1.1633, -0.1624], [1.8927, -0.5724, -1.2470], [-2.4086, 1.7108, 0.6013], [1.3205, -2.0154, 0.0916], [-0.3387, 0.7059, -0.4385], [0.2320, -0.4184, -0.1021], [-0.1305, 0.1871, 0.1750], [0.0991, -0.1821, 0.1104], [-0.7483, 0.8231, -0.4420], [0.2839, -0.8912, 0.1752], [0.9988, -0.9346, -1.0445], [-1.3835, -0.3067, 0.4966], [-0.0290, -0.0318, -0.0001], [0.0416, 0.0200, -0.0991], [0.0151, 0.1262, -0.1191], [0.0435, -0.1605, 0.0332], [0.2103, 0.0294, -0.1361], [-0.1142, 0.0360, 0.0398], [0.0282, -0.0023, 0.0054], [0.2126, 0.0277, 0.2338], [0.0509, 0.0239, 0.0542], [0.0471, -0.0068, 0.0415], [0.0705, -0.0777, 0.0190], [0.0555, 0.0253, -0.0508], [0.2948, -0.2274, -0.7476], [0.1877, -0.3960, 0.1838], [-0.1003, -0.0065, 0.3685], [0.0661, -0.0516, 0.0953], [0.0266, -0.0170, -0.0277], [0.0638, 0.0286, -0.1257], [0.0989, 0.0702, -0.1558], [0.0855, -0.0539, 0.0475], [-0.3140, 0.1599, -0.0410], [-0.0598, -0.0349, 0.0555], [0.0913, -0.0456, 0.0528], [0.1149, -0.0375, 0.0392], [0.1420, 0.0720, -0.0738], [-0.0513, -0.0105, 0.0590], [0.0365, -0.4103, -0.2295], [0.0341, -0.0273, 0.0324], [-0.0841, 0.1133, -0.0075], [-0.0077, 0.0543, 0.0268], [0.0355, 0.0470, 0.1857], [0.0352, -0.0360, -0.0495], [-0.1010, -0.0182, -0.0453], [-0.0114, -0.1066, -0.0682], [0.0028, -0.0200, -0.1463], [0.0033, 0.0433, -0.0603], [0.0037, 0.0065, -0.0187], [-0.0926, -0.0636, 0.0077], [0.0245, -0.0693, 0.0753], [0.0795, -0.0206, 0.0293], [0.0800, 0.0313, -0.0230], [0.0638, 0.0618, -0.0752], [-0.0870, 0.0200, -0.0045], [-0.0821, 0.0849, -0.0503], [-0.0168, 0.0852, 0.0294], [0.0184, 0.0273, 0.0810], [0.0448, 0.0344, -0.0089], [0.2170, -0.1631, 0.0685], [0.1343, 0.1772, -0.3857], [-0.3085, -0.0678, -0.0076], [0.2646, 0.2282, 0.2926], [-0.8187, 0.0714, -0.3149], [0.6532, -0.9966, 1.3779], [-0.4950, -0.1602, -0.0028], [-0.1094, 0.0618, -0.0115], [-0.1585, 0.1680, -0.2014], [0.2973, -0.2920, -0.0838], [-0.2500, 0.5975, 0.2208], [-0.2837, -0.1575, 0.1984], [0.0405, 0.1965, -0.2292], [0.1952, 0.0399, -0.0158]], "e_above_lowest_kcal_mol": 36.0, "spin_multiplicity": 1, "largest_force_ev_per_a": 3.01, "homo_lumo_gap_ev": 5.91, "charge": -1}

---

(2)
{"formula": "C36H28Br2MgN5O6S3", "method": "the ωB97M-V functional and the def2-TZVPD basis", "species": ["Mg", "O", "C", "C", "C", "C", "C", "C", "C", "O", "N", "N", "C", "C", "Br", "C", "C", "C", "C", "C", "C", "C", "H", "H", "H", "H", "H", "H", "H", "H", "H", "H", "H", "H", "H", "H", "N", "C", "S", "C", "C", "C", "N", "C", "C", "H", "H", "H", "H", "H", "H", "O", "S", "O", "N", "C", "S", "C", "C", "C", "C", "C", "C", "H", "H", "H", "H", "Br", "C", "C", "C", "C", "C", "C", "C", "O", "O", "H", "H", "H", "H"], "positions_angstrom": [[-0.4085, -0.7642, 0.1268], [0.4772, 0.8857, -3.5511], [1.4498, 0.0661, -3.9724], [2.0989, 0.3456, -5.1785], [3.0950, -0.4888, -5.6477], [3.4721, -1.6118, -4.9248], [2.8434, -1.8879, -3.7214], [1.8373, -1.0644, -3.2350], [1.1776, -1.3805, -1.9014], [-0.0399, -0.7999, -1.7170], [2.1318, -0.9446, -0.8535], [1.6784, -0.7791, 0.3715], [2.4228, -0.3548, 1.3210], [1.9622, -0.1669, 2.6702], [0.1128, -0.5297, 2.9694], [2.6708, 0.3053, 3.7054], [4.1070, 0.6066, 3.6880], [5.0322, -0.2651, 3.1115], [6.3823, 0.0420, 3.1011], [6.8299, 1.2272, 3.6617], [5.9223, 2.0867, 4.2631], [4.5762, 1.7720, 4.2973], [0.0795, 0.4314, -2.7477], [1.7972, 1.2263, -5.7289], [3.5845, -0.2682, -6.5877], [4.2508, -2.2652, -5.2945], [3.1271, -2.7655, -3.1517], [1.1001, -2.4829, -1.7971], [3.0531, -0.6083, -1.1109], [3.4515, -0.0539, 1.1224], [2.1470, 0.5256, 4.6259], [4.6940, -1.2027, 2.6907], [7.0886, -0.6418, 2.6480], [7.8824, 1.4781, 3.6362], [6.2697, 3.0137, 4.7007], [3.8696, 2.4528, 4.7470], [-7.3263, -2.2870, 0.9000], [-6.8254, -1.1342, 0.4191], [-7.8198, 0.0853, -0.0645], [-5.3556, -1.0108, 0.4013], [-4.7295, -0.2935, -0.6130], [-3.3506, -0.1937, -0.6067], [-2.5929, -0.7308, 0.3445], [-3.1834, -1.4011, 1.3246], [-4.5535, -1.5785, 1.3909], [-8.3253, -2.4054, 0.8874], [-6.7313, -3.0920, 1.0106], [-5.3253, 0.1501, -1.3959], [-2.8305, 0.3393, -1.3914], [-2.5316, -1.8124, 2.0858], [-4.9851, -2.1306, 2.2144], [1.7083, 3.7297, 3.3709], [1.9317, 3.6475, 1.9463], [3.3065, 3.6335, 1.5206], [1.1021, 2.3957, 1.2935], [0.0776, 2.8220, 0.6098], [-1.0448, 1.8551, -0.1654], [-0.0702, 4.2992, 0.5410], [-1.1007, 5.0070, -0.0575], [-1.0689, 6.3916, 0.0095], [-0.0140, 7.0458, 0.6351], [1.0181, 6.3309, 1.2326], [0.9643, 4.9551, 1.1818], [-1.8930, 4.4602, -0.5494], [-1.8741, 6.9687, -0.4256], [0.0033, 8.1270, 0.6623], [1.8373, 6.8460, 1.7154], [-4.2179, -2.0478, -3.7972], [-3.7133, -3.2325, -2.3900], [-4.5763, -4.2623, -2.0557], [-4.1946, -5.1576, -1.0679], [-2.9835, -4.9966, -0.4136], [-2.1407, -3.9418, -0.7426], [-2.5006, -3.0534, -1.7511], [-0.8040, -3.7741, -0.0150], [-0.1159, -4.7759, 0.1352], [-0.5389, -2.5990, 0.4052], [-5.5227, -4.3692, -2.5663], [-4.8432, -5.9899, -0.8239], [-2.6735, -5.6995, 0.3473], [-1.8192, -2.2592, -2.0291]], "forces_ev_per_a": [[-0.9209, 1.0377, 0.6502], [-0.0406, -0.0202, 0.0517], [0.1364, -0.0777, -0.0570], [-0.1090, 0.0317, 0.0543], [0.0246, -0.0148, 0.0275], [0.1808, -0.1091, -0.0231], [-0.0979, 0.1066, -0.0968], [-0.1239, -0.0318, 0.1665], [0.2104, -0.5692, -0.2751], [0.0023, 0.2189, -0.9393], [0.6506, 0.1729, -0.3606], [0.1805, 0.2050, 0.5041], [0.4899, -0.0133, -0.4756], [-0.1148, 0.2373, 0.5681], [0.0110, 0.1212, 0.0346], [-0.3210, -0.1547, -0.2685], [0.2471, -0.0732, 0.0103], [-0.0014, -0.0189, 0.0421], [0.0721, 0.0173, -0.0640], [0.0420, 0.0171, 0.0220], [0.0819, 0.0351, 0.0581], [-0.0688, -0.0533, -0.1677], [0.0346, 0.0944, -0.0433], [-0.0363, 0.0257, -0.0229], [-0.0020, 0.0416, -0.0295], [0.0171, -0.0194, -0.0174], [-0.0325, -0.0324, 0.0433], [0.0309, 0.1853, -0.0910], [-0.1228, 0.0292, 0.0888], [-0.0572, -0.0843, 0.0022], [-0.0596, 0.0094, 0.0108], [-0.0393, -0.0213, -0.0081], [-0.0117, -0.0302, -0.0041], [0.0155, 0.0022, 0.0042], [-0.0258, 0.0120, 0.0216], [-0.1067, 0.0879, 0.0157], [0.3800, -0.0620, -0.0283], [-0.7162, 0.0536, 0.0614], [0.0192, 0.0674, -0.0367], [0.5864, 0.0348, -0.0665], [-0.1047, -0.1491, 0.0926], [-0.2398, 0.0677, -0.0635], [-0.0495, 0.0831, 0.0505], [-0.1535, -0.0712, 0.1441], [-0.1540, 0.0013, -0.0798], [0.0346, -0.0179, -0.0019], [-0.0323, -0.0319, 0.0039], [0.0611, 0.0499, -0.0434], [-0.0121, -0.0153, -0.0668], [0.0017, -0.1015, -0.0554], [0.0081, 0.0198, 0.0501], [-0.0182, -0.1190, -0.0212], [0.1991, 0.3719, 0.2881], [-0.1443, 0.0265, -0.1945], [0.3510, 0.2531, 0.2518], [-0.1317, -0.0821, -0.1069], [-0.0521, -0.3181, 0.0216], [-0.0772, 0.4483, -0.1088], [0.1482, -0.0288, 0.0723], [-0.0547, -0.0406, -0.0408], [0.0760, -0.0051, 0.0379], [0.2211, 0.1286, 0.0942], [-0.1944, -0.5864, -0.0593], [-0.0536, 0.0583, -0.0115], [0.0121, 0.0252, -0.0473], [0.0070, 0.0368, 0.0129], [0.0102, -0.0124, 0.0658], [0.0464, -0.0217, 0.0977], [-0.0519, 0.0383, -0.1460], [-0.0852, 0.0094, -0.0518], [-0.0074, 0.0555, 0.0596], [0.0647, -0.0624, 0.0152], [0.2274, 0.0981, 0.0917], [-0.0249, -0.1089, 0.0094], [-0.0915, -0.2236, 0.1323], [-0.0503, -0.0259, 0.0133], [-0.1412, -1.2999, 0.1529], [-0.0089, -0.0059, -0.0612], [-0.0224, 0.0089, 0.0465], [0.0745, -0.0149, 0.0147], [0.0078, 0.1039, -0.0212]], "spin_multiplicity": 1, "largest_force_ev_per_a": 1.53, "homo_lumo_gap_ev": 6.91, "charge": -1}